(1)
Entry from OMol25: a molecular structure, C4H12O4 in a non-equilibrium geometry (ωB97M-V/def2-TZVPD).

* energy above the lowest of the compared OMol25 structures with the same formula, charge and spin: 0.890 eV
* HOMO: 0.391 eV
* F_max: 2.45 eV Å⁻¹
* electronic energy: -460.4647 Ha
* net charge: -2
* orbital gap: 0.21673 hartree
* molar mass: 124.1 g/mol

Cartesian coordinates (Å):
C: -1.891 1.987 -1.981
O: -2.290 3.270 -1.890
C: -1.321 1.411 -0.648
C: -0.301 0.284 -0.813
C: 0.720 0.110 0.358
O: 1.179 -1.179 0.533
H: -2.834 1.320 -2.162
H: -1.261 1.782 -2.876
H: -2.120 1.028 0.009
H: -0.831 2.295 -0.159
H: -0.656 -0.715 -1.057
H: 0.372 0.375 -1.680
H: 0.236 0.502 1.281
H: 1.541 0.824 0.139
H: 1.956 -1.081 1.851
H: 2.441 -2.096 2.861
O: 2.812 -1.283 2.478
H: 1.201 -3.697 1.188
H: 0.578 -2.281 0.821
O: 0.293 -3.372 1.149

(2)
Entry from OMol25: 2 unconnected molecules or ions with the total composition C12H22FN2 in a non-equilibrium geometry (ωB97M-V/def2-TZVPD).

* energy above the lowest of the compared OMol25 structures with the same formula, charge and spin: 0.207 eV
* HOMO (spin up / spin down): -11.486 / -11.485 eV
* F_max: 4.51 eV Å⁻¹
* electronic energy: -679.3735 Ha
* net charge: +1
* orbital gap (spin up / spin down): 0.29314 / 0.29308 hartree
* molar mass: 213.3 g/mol

Cartesian coordinates (Å):
C: 2.013 -0.762 1.710
C: 0.183 0.760 0.870
C: -1.235 -1.170 -0.185
C: 2.718 -1.590 0.954
C: -0.924 -2.517 0.296
C: 1.581 -1.166 -1.387
C: 1.263 3.171 -0.655
C: -1.844 2.072 1.612
C: -3.305 -1.850 -1.280
C: 2.783 -1.668 -0.502
C: 0.180 3.237 0.379
C: -0.658 1.888 0.527
N: 1.207 0.236 1.185
N: -2.241 -0.926 -0.887
F: -1.215 1.671 -0.695
H: 2.287 -0.506 2.812
H: 3.427 -2.180 1.424
H: 0.230 -2.739 0.156
H: -1.559 -3.381 -0.031
H: -0.963 -2.423 1.403
H: 1.507 0.006 -1.420
H: 0.722 -1.733 -1.130
H: 1.709 -1.601 -2.342
H: 2.083 2.532 -0.386
H: 1.827 3.987 -0.821
H: 0.853 2.941 -1.600
H: -1.767 3.141 1.884
H: -2.732 1.811 1.135
H: -1.647 1.410 2.402
H: -3.070 -2.852 -0.961
H: -4.284 -1.595 -0.712
H: -3.260 -1.676 -2.418
H: 3.739 -1.281 -0.865
H: 2.867 -2.748 -0.686
H: 0.521 3.568 1.388
H: -0.586 3.954 -0.006
H: -2.409 -0.021 -1.168

(3)
Entry from OMol25: a molecular structure, C37H40BrEuIN3P2S6 in a non-equilibrium geometry (ωB97M-V/def2-TZVPD).

* energy above the lowest of the compared OMol25 structures with the same formula, charge and spin: 2.111 eV
* HOMO (spin up / spin down): -6.735 / -5.053 eV
* F_max: 3.52 eV Å⁻¹
* electronic energy: -8252.0660 Ha
* orbital gap (spin up / spin down): 0.22914 / 0.09472 hartree
* molar mass: 1139.9 g/mol
* 2S+1: 7

Cartesian coordinates (Å):
Eu: -0.851 0.709 0.517
C: -4.172 1.686 0.299
C: -3.491 2.376 -0.842
C: -4.210 3.342 -1.575
C: -3.599 3.994 -2.601
C: -2.257 3.704 -2.922
C: -1.593 4.373 -3.968
C: -0.289 4.070 -4.241
C: 0.380 3.098 -3.490
C: -0.233 2.409 -2.460
S: 0.691 1.198 -1.607
C: -1.592 2.714 -2.150
N: -2.235 2.066 -1.126
H: -5.252 1.680 0.151
H: -3.956 2.228 1.223
H: -3.834 0.659 0.427
H: -5.236 3.549 -1.306
H: -4.127 4.741 -3.183
H: -2.136 5.120 -4.534
H: 0.234 4.583 -5.038
H: 1.413 2.862 -3.709
S: -2.511 2.315 7.635
C: -2.258 1.995 6.050
S: -1.777 3.190 4.887
C: -1.726 2.148 3.470
C: -2.080 0.861 3.673
S: -2.218 -0.424 2.498
S: -2.492 0.434 5.330
S: -1.266 2.939 1.986
C: 0.327 -2.665 1.738
P: 0.619 -2.075 0.022
C: 2.221 -1.148 -0.072
N: 2.883 -1.417 -1.174
C: 3.937 -0.651 -1.528
C: 4.598 -0.885 -2.753
C: 5.636 -0.077 -3.119
C: 6.068 0.971 -2.276
C: 5.448 1.214 -1.083
C: 4.352 0.412 -0.697
N: 3.665 0.691 0.432
C: 2.614 -0.032 0.738
P: 1.616 0.551 2.178
C: 2.076 2.322 2.190
C: 2.633 -0.136 3.628
C: 2.792 -1.657 3.519
C: 4.017 0.511 3.683
C: 1.832 0.207 4.890
C: 0.970 -3.730 -0.840
C: 2.332 -4.300 -0.440
C: -0.122 -4.709 -0.394
C: 0.864 -3.569 -2.365
H: -0.695 -3.045 1.764
H: 0.376 -1.848 2.447
H: 1.019 -3.459 2.019
H: 4.248 -1.695 -3.380
H: 6.135 -0.231 -4.067
H: 6.896 1.593 -2.589
H: 5.759 2.016 -0.426
H: 3.152 2.452 2.131
H: 1.671 2.771 3.098
H: 1.603 2.810 1.340
H: 3.109 -1.967 2.521
H: 1.869 -2.172 3.777
H: 3.556 -1.988 4.226
H: 4.526 0.460 2.720
H: 4.626 -0.026 4.414
H: 3.967 1.552 3.999
H: 0.836 -0.241 4.856
H: 1.714 1.286 5.008
H: 2.348 -0.173 5.775
H: 2.436 -4.388 0.644
H: 3.146 -3.693 -0.822
H: 2.432 -5.302 -0.866
H: -0.018 -5.001 0.651
H: -0.040 -5.614 -0.999
H: -1.123 -4.301 -0.548
H: 1.565 -2.829 -2.734
H: -0.146 -3.274 -2.653
H: 1.083 -4.529 -2.842
Br: -4.879 -3.817 -0.819
C: -5.222 -2.219 -1.769
C: -6.506 -1.978 -2.231
C: -6.773 -0.825 -2.952
C: -5.760 0.080 -3.226
C: -4.477 -0.158 -2.757
C: -4.208 -1.299 -2.016
I: -2.230 -1.562 -1.252
H: -7.286 -2.699 -2.025
H: -7.777 -0.638 -3.311
H: -5.959 0.970 -3.807
H: -3.676 0.538 -2.971

(4)
Entry from OMol25: C22H28N2O4 in the gas phase in a non-equilibrium geometry (ωB97M-V/def2-TZVPD).

* energy above the lowest of the compared OMol25 structures with the same formula, charge and spin: 3.407 eV
* HOMO: -8.177 eV
* F_max: 1.30 eV Å⁻¹
* electronic energy: -1265.5533 Ha
* SMILES string: COc1cccc(CN2CCN(Cc3cccc4c3OCO4)C[C@@H]2CCO)c1
* orbital gap: 0.32482 hartree
* molar mass: 384.5 g/mol

Cartesian coordinates (Å):
C: -2.450 -3.737 1.195
O: -3.565 -3.313 0.450
C: -3.822 -1.978 0.369
C: -4.926 -1.617 -0.407
C: -5.265 -0.290 -0.549
C: -4.514 0.697 0.071
C: -3.420 0.350 0.847
C: -2.583 1.396 1.528
N: -1.172 1.280 1.189
C: -0.384 2.310 1.836
C: 1.104 2.048 1.618
N: 1.369 1.998 0.196
C: 2.781 1.993 -0.153
C: 3.525 0.753 0.272
C: 4.100 0.612 1.539
C: 4.718 -0.558 1.938
C: 4.803 -1.662 1.094
C: 4.246 -1.527 -0.155
C: 3.619 -0.347 -0.554
O: 3.166 -0.488 -1.843
C: 3.522 -1.795 -2.237
O: 4.196 -2.438 -1.178
C: 0.616 0.906 -0.388
C: -0.881 1.185 -0.236
C: -1.288 2.410 -1.079
C: -1.555 2.024 -2.534
O: -2.506 0.993 -2.671
C: -3.078 -0.989 0.997
H: -2.545 -3.466 2.251
H: -2.428 -4.822 1.102
H: -1.519 -3.321 0.796
H: -5.494 -2.398 -0.887
H: -6.119 -0.018 -1.151
H: -4.791 1.737 -0.039
H: -2.653 1.258 2.615
H: -2.989 2.399 1.306
H: -0.600 2.283 2.908
H: -0.633 3.317 1.462
H: 1.682 2.863 2.061
H: 1.378 1.105 2.121
H: 3.235 2.875 0.309
H: 2.844 2.091 -1.240
H: 4.062 1.451 2.218
H: 5.149 -0.621 2.926
H: 5.284 -2.577 1.395
H: 2.613 -2.362 -2.495
H: 4.181 -1.748 -3.119
H: 0.873 0.823 -1.444
H: 0.845 -0.055 0.105
H: -1.432 0.318 -0.617
H: -2.199 2.850 -0.667
H: -0.495 3.158 -1.045
H: -1.881 2.916 -3.092
H: -0.646 1.642 -3.004
H: -3.283 1.212 -2.142
H: -2.216 -1.225 1.600